1.
The following is a quantum chemistry calculation of a structure of composition C41H33Br3CoN4O3 at a distorted geometry, from the Open Molecules 2025 dataset.

## Properties
max |F|	0.0594	Eh/bohr
DFT total energy	-302907.4917	eV
E_LUMO (spin up / spin down)	3.62 / 3.62	eV
orbital gap (spin up / spin down)	0.1190 / 0.2112	hartree
total charge	-2
multiplicity	4

Geometry (Å):
Co: -20.756 11.731 -5.002
C: -21.356 10.176 -8.210
C: -21.972 11.558 -8.056
C: -22.594 12.170 -9.160
C: -22.946 13.524 -9.099
C: -22.669 14.227 -7.904
C: -22.853 15.636 -7.765
Br: -23.028 16.782 -9.242
C: -22.724 16.272 -6.547
C: -22.042 15.611 -5.537
Br: -21.436 16.491 -3.968
C: -21.856 14.193 -5.575
O: -21.319 13.520 -4.605
C: -22.162 13.503 -6.812
N: -21.851 12.210 -6.865
H: -20.725 10.092 -9.101
H: -22.176 9.458 -8.317
H: -20.795 9.981 -7.289
H: -22.743 11.551 -10.060
H: -23.341 14.071 -9.957
H: -22.967 17.322 -6.469
C: -19.526 8.275 -4.819
O: -20.660 9.065 -5.205
C: -21.938 8.540 -5.161
C: -22.204 7.189 -5.402
C: -23.485 6.691 -5.166
Br: -23.764 4.858 -5.182
C: -24.527 7.521 -4.860
C: -24.290 8.903 -4.691
C: -22.980 9.387 -4.851
O: -22.650 10.685 -4.611
C: -25.367 9.696 -4.150
N: -26.342 9.153 -3.419
C: -27.171 10.174 -3.024
C: -28.352 10.121 -2.290
C: -28.975 11.296 -1.993
C: -28.406 12.528 -2.394
C: -27.250 12.610 -3.159
C: -26.622 11.406 -3.438
N: -25.454 11.117 -4.246
H: -19.397 7.446 -5.573
H: -19.598 7.811 -3.797
H: -18.660 8.936 -4.852
H: -21.411 6.489 -5.650
H: -25.490 7.057 -4.739
H: -23.477 11.129 -4.278
H: -28.760 9.143 -2.042
H: -29.919 11.311 -1.481
H: -28.902 13.450 -2.072
H: -26.848 13.592 -3.488
H: -25.437 11.571 -5.149
N: -18.254 10.861 1.757
C: -18.757 11.179 0.766
C: -19.363 11.417 -0.500
C: -19.291 12.631 -1.188
C: -19.856 12.678 -2.472
C: -20.366 11.562 -3.105
C: -20.553 10.419 -2.372
C: -20.032 10.313 -1.081
H: -18.814 13.486 -0.704
H: -19.932 13.646 -2.966
H: -21.049 9.520 -2.782
H: -20.128 9.381 -0.521
C: -17.817 13.550 -5.197
C: -18.062 12.477 -6.291
C: -18.519 13.072 -7.603
C: -19.106 11.514 -5.790
C: -16.728 11.733 -6.454
C: -16.206 10.877 -5.491
C: -14.954 10.257 -5.689
C: -14.184 10.528 -6.816
C: -14.718 11.416 -7.764
C: -15.959 12.012 -7.597
H: -18.721 14.182 -5.094
H: -16.990 14.230 -5.459
H: -17.584 13.074 -4.226
H: -19.476 13.589 -7.556
H: -18.649 12.279 -8.350
H: -17.837 13.861 -7.954
H: -18.847 10.520 -6.224
H: -16.795 10.633 -4.607
H: -14.533 9.556 -4.946
H: -13.206 10.088 -6.982
H: -14.138 11.611 -8.670
H: -16.355 12.752 -8.356

Now the Mulliken charges, all in e: -0.334, -0.988, 0.368, -1.013, -1.014, 0.844, 0.131, -0.301, -0.419, -0.108, -0.219, -0.061, -0.560, -0.206, 0.491, 0.459, 0.428, -0.361, 0.429, 0.293, 0.449, -0.827, 0.442, -0.121, -1.132, 0.000, -0.297, -1.133, 0.674, 0.773, 0.191, 0.237, -0.810, 0.499, -0.916, -0.367, -0.390, -0.937, 0.254, -0.085, 0.291, 0.315, 0.110, 0.393, 0.497, -0.031, 0.402, 0.383, 0.316, 0.354, 0.168, -0.662, 0.083, 0.485, -1.091, 0.458, -0.205, 0.650, -1.176, 0.438, 0.288, 0.226, 0.417, -1.195, 3.950, -2.258, -1.692, -0.558, 0.099, -1.000, -0.427, -0.690, -0.397, 0.023, 0.473, 0.285, 0.051, 0.444, 0.558, 1.160, 0.489, 0.322, 0.383, 0.323, 0.185

=====

2.
The following is a quantum chemistry calculation of a structure of composition C41H33BrIrN13O3S, from the Open Molecules 2025 dataset.

## Properties
max |F|	0.0183	Eh/bohr
DFT total energy	-152259.3917	eV
E_LUMO (spin up / spin down)	-9.64 / -11.31	eV
energy above the lowest of the compared OMol25 structures with the same formula, charge and spin	0.0	kJ/mol
orbital gap (spin up / spin down)	0.2092 / 0.1478	hartree
total charge	+3
multiplicity	2

Geometry (Å):
Ir: 0.072 -0.778 -0.163
C: -3.299 -1.247 4.188
N: -2.786 -0.713 2.918
C: -1.988 -1.344 2.081
N: -1.462 -0.461 1.227
C: -2.051 0.725 1.592
N: -2.834 0.601 2.625
C: -2.125 -1.576 5.083
C: -2.248 -2.565 6.052
C: -1.158 -2.907 6.842
C: 0.069 -2.290 6.653
C: 0.189 -1.294 5.687
C: -0.912 -0.925 4.924
C: 1.483 -0.667 5.433
N: 2.649 -1.042 5.826
N: 3.558 -0.151 5.273
C: 2.874 0.700 4.593
O: 1.539 0.430 4.632
C: 3.341 1.788 3.737
C: 4.703 2.039 3.576
C: 5.114 3.009 2.679
C: 4.187 3.695 1.900
C: 2.830 3.451 2.063
C: 1.800 4.103 1.174
N: 1.219 3.056 0.301
C: 0.546 1.992 0.677
N: 0.363 1.209 -0.388
C: 0.972 1.880 -1.418
N: 1.482 3.010 -1.024
C: 2.415 2.535 3.020
H: -3.888 -2.138 3.978
H: -3.959 -0.484 4.598
H: -1.793 -2.402 2.131
H: -1.906 1.664 1.089
H: -3.192 -3.078 6.190
H: -1.264 -3.674 7.597
H: 0.930 -2.565 7.246
H: -0.798 -0.127 4.199
H: 5.421 1.480 4.161
H: 6.168 3.223 2.566
H: 4.527 4.418 1.169
H: 2.228 4.843 0.503
H: 0.989 4.563 1.738
H: 0.265 1.752 1.686
H: 1.021 1.516 -2.431
H: 1.362 2.393 3.233
C: 3.391 -2.216 2.833
N: 3.235 -3.062 1.635
C: 4.223 -3.859 1.108
C: 3.701 -4.499 0.029
N: 2.402 -4.078 -0.077
C: 2.125 -3.206 0.903
S: 0.582 -2.501 1.285
H: 4.348 -1.705 2.776
H: 3.356 -2.832 3.731
H: 2.592 -1.479 2.852
H: 5.205 -3.910 1.546
H: 4.140 -5.211 -0.648
H: 1.731 -4.403 -0.758
N: -3.027 -3.485 -9.857
C: -2.888 -3.062 -8.799
C: -2.703 -2.541 -7.473
C: -3.789 -2.048 -6.756
C: -3.606 -1.551 -5.477
C: -2.334 -1.548 -4.928
C: -1.242 -2.031 -5.634
C: -1.429 -2.532 -6.909
N: -2.143 -1.032 -3.594
C: -2.995 -0.173 -2.926
C: -2.454 0.064 -1.712
N: -1.269 -0.650 -1.631
C: -1.119 -1.301 -2.793
H: -4.777 -2.061 -7.196
H: -4.465 -1.199 -4.923
H: -0.241 -1.996 -5.224
H: -0.588 -2.905 -7.477
H: -3.893 0.217 -3.371
H: -2.828 0.685 -0.921
H: -0.296 -1.950 -3.028
Br: 8.094 -1.904 -3.245
C: 6.388 -1.609 -2.546
C: 6.252 -0.986 -1.306
C: 4.990 -0.770 -0.791
C: 3.863 -1.174 -1.513
C: 4.008 -1.788 -2.759
C: 5.269 -2.009 -3.276
C: 2.541 -0.951 -0.951
O: 2.352 -0.435 0.191
O: 1.462 -1.287 -1.578
H: 7.134 -0.671 -0.766
H: 4.867 -0.271 0.162
H: 3.134 -2.089 -3.321
H: 5.396 -2.481 -4.240

Now the Mulliken charges, all in e: 3.482, -1.027, 0.765, -0.268, -0.149, -0.781, -0.934, 0.732, -1.022, -0.757, -0.874, -0.248, 0.142, 0.710, -0.462, -0.395, 0.381, -0.158, -0.055, -0.895, -0.891, -0.947, 0.584, -1.021, 1.075, -0.721, -0.213, -0.475, -0.962, 0.130, 0.480, 0.334, 0.692, 0.844, 0.501, 0.441, 0.571, 0.735, 0.596, 0.472, 0.474, 0.409, 0.291, 0.534, 0.588, 1.022, -0.602, 0.491, -0.217, -0.729, 0.261, -0.141, -0.295, 0.445, 0.441, -0.272, 0.546, 0.461, 0.207, -0.373, -0.110, 0.439, -0.992, -0.580, 1.643, -0.425, -1.034, 0.369, -0.249, -0.792, -0.865, -0.098, 0.479, 0.321, 0.444, 0.461, 0.444, 0.576, 0.459, -0.068, -0.004, -0.821, -0.274, 0.288, -0.436, -0.762, 0.099, -0.700, -0.870, 0.495, 0.591, 0.538, 0.484

=====

3.
The following is a quantum chemistry calculation of a structure of composition C41H33CeN9O2S3 at a distorted geometry, from the Open Molecules 2025 dataset.

## Properties
max |F|	0.0467	Eh/bohr
DFT total energy	-105991.4861	eV
E_LUMO (spin up / spin down)	-3.26 / -3.25	eV
energy above the lowest of the compared OMol25 structures with the same formula, charge and spin	0.0	kJ/mol
orbital gap (spin up / spin down)	0.2398 / 0.2400	hartree
total charge	+1
multiplicity	2

Geometry (Å):
Ce: -0.100 1.287 -0.603
C: 1.082 3.474 -3.363
O: 0.877 2.067 -2.940
C: 1.722 1.113 -3.544
C: 2.845 1.436 -4.256
C: 3.619 0.386 -4.778
C: 3.229 -0.936 -4.516
C: 2.110 -1.248 -3.755
C: 1.364 -0.203 -3.221
N: 0.260 -0.405 -2.349
N: -0.084 -1.615 -2.259
C: -1.070 -2.028 -1.439
C: -2.055 -1.217 -0.835
O: -1.981 0.074 -0.914
C: -3.119 -1.850 -0.196
C: -3.225 -3.203 -0.078
C: -2.215 -4.043 -0.639
C: -2.276 -5.470 -0.463
C: -1.244 -6.237 -0.944
C: -0.143 -5.622 -1.597
C: -0.034 -4.254 -1.708
C: -1.082 -3.459 -1.274
H: 1.255 3.510 -4.446
H: 1.925 3.797 -2.770
H: 0.164 3.971 -3.126
H: 3.197 2.425 -4.363
H: 4.519 0.588 -5.439
H: 3.791 -1.701 -5.091
H: 1.750 -2.204 -3.459
H: -3.904 -1.286 0.313
H: -4.041 -3.671 0.458
H: -3.117 -5.952 0.068
H: -1.205 -7.331 -0.909
H: 0.677 -6.304 -1.892
H: 0.832 -3.744 -2.124
C: -2.113 4.041 0.883
N: -0.815 3.423 1.156
C: -0.599 3.046 2.555
C: -0.650 1.572 2.783
N: -0.248 0.681 1.872
C: -0.376 -0.596 2.518
C: -0.179 -1.862 2.022
C: -0.459 -2.938 2.831
C: -0.952 -2.775 4.161
C: -1.083 -1.458 4.650
C: -0.781 -0.403 3.830
N: -0.933 0.966 3.988
C: -2.489 3.826 -0.573
N: -1.836 3.009 -1.355
C: -2.536 2.968 -2.536
C: -2.352 2.173 -3.641
C: -3.204 2.391 -4.724
C: -4.214 3.325 -4.741
C: -4.418 4.134 -3.647
C: -3.588 3.908 -2.523
N: -3.526 4.450 -1.242
H: -2.219 5.103 1.191
H: -2.860 3.479 1.353
H: 0.014 3.940 0.863
H: -1.314 3.556 3.260
H: 0.366 3.404 2.855
H: 0.118 -2.029 1.039
H: -0.268 -3.899 2.424
H: -1.303 -3.614 4.781
H: -1.561 -1.260 5.598
H: -1.341 1.427 4.768
H: -1.534 1.440 -3.622
H: -3.057 1.733 -5.593
H: -4.834 3.460 -5.642
H: -5.262 4.835 -3.497
H: -4.127 5.227 -0.872
S: 3.015 -2.466 0.817
C: 2.994 -0.876 1.048
S: 2.919 0.309 -0.257
C: 2.728 1.583 0.888
N: 2.721 1.179 2.107
N: 2.933 -0.172 2.206
C: 3.266 -0.643 3.508
C: 4.203 0.085 4.257
C: 4.731 -0.448 5.447
C: 4.264 -1.670 5.921
C: 3.332 -2.388 5.183
C: 2.859 -1.870 4.023
S: 2.352 3.154 0.292
H: 4.528 1.065 3.919
H: 5.493 0.048 6.036
H: 4.689 -2.053 6.817
H: 3.001 -3.267 5.660
H: 2.180 -2.398 3.404

Now the Mulliken charges, all in e: 0.015, -1.326, 0.494, 0.439, -0.745, -0.674, -0.890, -0.727, 0.295, 1.815, -1.252, 0.278, 0.574, -0.435, -0.588, -0.962, 0.721, -1.096, -0.549, -0.803, -0.577, 1.065, 0.433, 0.399, 0.235, 0.571, 0.345, 0.360, 0.526, 0.430, 0.432, 0.375, 0.403, 0.357, 0.399, -1.091, 0.036, -1.676, 0.626, 0.767, 0.186, -0.699, -1.357, -0.952, -0.875, 0.615, -0.118, 0.034, 0.742, 0.328, 0.087, -0.843, -0.577, -0.999, 0.052, -0.097, 0.467, 0.449, 0.209, 0.486, 0.355, 1.062, 0.680, 0.450, 0.468, 0.257, 0.301, 0.398, 0.392, 0.364, 0.315, -0.209, 0.350, -0.010, 0.236, -0.772, 0.916, 0.140, -0.264, -0.702, -0.376, -1.094, -0.006, -0.307, 0.459, 0.383, 0.429, 0.437, 0.211